[1]
# C21H43N2P3RuSe

A structure of composition C21H43N2P3RuSe (wB97M-V/def2-TZVPD, the Open Molecules 2025 dataset).

```
71
Properties=species:S:1:pos:R:3:forces:R:3
Ru -0.501501 -0.245769 -0.076076 0.4 3.5 -0.8
P -1.781568 -1.928545 0.254672 -2.3 -1.6 0.2
P 1.202341 -0.308365 1.431893 1.9 -0.5 3.4
P 0.962747 -1.049868 -1.637204 1.4 0.7 -2.1
H -3.569164 3.012321 -5.613410 0.1 -0.8 0.6
C -3.565946 1.911384 -5.729761 -0.2 0.6 -1.2
C -3.466794 0.954286 -4.822171 -0.2 0.5 -0.3
H -3.351696 1.195888 -3.788735 0.1 0.1 0.7
C -3.331660 -1.350372 1.073602 0.3 -0.1 -0.2
C -0.967199 -3.143340 1.291398 -0.6 -0.3 -0.2
C -2.306433 -2.708838 -1.340780 -0.2 0.1 0.6
C 2.358529 1.111300 1.528580 0.0 0.1 -0.2
C 0.613694 -0.285050 3.207411 0.1 0.1 -0.4
C 2.362765 -1.742943 1.503912 -0.1 0.2 0.1
C 0.257961 -0.832576 -3.345545 0.4 -0.4 -0.1
C 1.351348 -2.833218 -1.480315 0.0 0.1 -0.1
C 2.685056 -0.393069 -1.860834 -0.2 -0.1 -0.2
H -3.717500 1.685367 -6.783702 -0.1 -0.3 0.2
H -3.612693 -0.081810 -5.076583 0.2 -0.2 -0.1
H -3.627019 -0.370477 0.649707 0.1 -0.6 0.2
H -3.126056 -1.226545 2.152791 -0.3 -0.3 -0.5
H -4.099541 -2.110303 0.871256 0.0 0.3 0.4
H -0.604975 -2.673687 2.216157 -0.3 -0.3 -0.3
H -0.127709 -3.572115 0.737358 -0.2 -0.1 0.2
H -1.759924 -3.872399 1.453199 0.4 -0.6 0.5
H -2.640663 -1.935783 -2.063186 0.1 -0.4 0.5
H -3.171211 -3.311568 -1.014160 0.3 -0.2 -0.7
H -1.485803 -3.303211 -1.783846 -0.7 0.1 0.3
H 3.062053 0.966130 2.349415 -0.1 -0.1 0.0
H 1.788345 2.013385 1.729770 -0.2 0.1 0.1
H 2.942604 1.288425 0.627050 0.0 -0.2 -0.1
H 1.451932 -0.459313 3.897640 -0.2 0.0 -0.2
H -0.174794 -1.027899 3.392364 0.3 0.2 0.0
H 0.196397 0.709344 3.402480 0.2 -0.3 0.1
H 2.954067 -1.647125 2.424477 -0.1 0.0 -0.3
H 3.031490 -1.742653 0.642262 0.0 -0.1 0.2
H 1.810071 -2.684525 1.541506 0.1 0.1 0.0
H 0.884763 -1.431897 -4.009702 -0.1 -0.1 -0.2
H 0.291024 0.202893 -3.726270 0.1 -0.3 0.6
H -0.778710 -1.184391 -3.427747 0.3 0.0 0.2
H 1.876592 -3.042337 -2.401482 0.2 -0.4 -0.3
H 0.462062 -3.453747 -1.439331 0.0 0.0 0.0
H 2.023908 -3.107153 -0.657784 -0.3 0.4 -0.2
H 3.111584 -0.952495 -2.694753 0.2 -0.2 0.1
H 3.341189 -0.487480 -0.985919 -0.3 -0.1 -0.3
H 2.695420 0.642572 -2.200693 -0.3 0.1 0.1
C 1.129277 3.559306 -2.995266 -0.4 -1.6 1.3
C -0.205977 3.145059 -3.172284 -1.0 1.1 -0.6
C -0.815635 3.334157 -4.407054 -0.5 -0.8 1.9
C -0.021076 3.656264 -5.500098 -0.2 0.7 -0.8
C 1.357894 3.743137 -5.364630 1.2 0.0 0.6
C 1.955930 3.621656 -4.113852 0.5 0.3 -1.2
Se 1.801848 3.736762 -1.206505 0.4 -1.4 -0.9
H 2.672506 2.466480 -1.362393 -0.3 1.5 0.1
H -0.727033 2.709742 -2.331148 -0.3 0.4 -0.1
H -1.890322 3.179829 -4.481118 0.4 -0.1 -0.2
H -0.460601 3.839272 -6.480414 0.0 -0.2 0.2
H 1.943475 3.931286 -6.245999 0.3 -0.1 -0.1
H 3.023066 3.575368 -3.946846 0.2 0.5 -0.4
C -2.423680 4.849476 1.522542 -0.3 0.9 0.3
N -2.024852 3.448916 1.466936 1.1 -1.3 -1.1
C -2.285088 2.633739 2.538065 0.1 -0.3 -0.4
C -1.880672 1.362920 2.226659 0.3 1.7 -1.1
N -1.248155 1.449296 0.964677 -0.7 0.0 -0.2
C -1.362663 2.692989 0.501122 -1.4 1.1 2.3
H -3.513935 4.909116 1.727388 0.7 -0.1 -0.4
H -1.924617 5.306361 2.407658 -0.2 -0.1 -0.9
H -2.193872 5.387309 0.583703 0.0 -0.4 0.6
H -2.686321 3.107872 3.421997 -0.2 -0.5 0.0
H -2.043925 0.449149 2.761689 0.3 0.0 0.0
H -1.046657 3.086109 -0.464841 -0.1 -0.2 0.6
```
Positions in Å, forces in eV/Å.

Its spin multiplicity is 6. Its expectation value of S² is 8.78. Its net charge is +3. The value obtained for the energy above the lowest of the compared OMol25 structures with the same formula, charge and spin is 0.0 kcal per mole. The calculation puts the HOMO-LUMO gap (spin up / spin down) at 6.628 / 4.238 eV.

Results of the Löwdin charge analysis, in e, for atoms 1 through 5: atom 1 (Ru): 0.6631, atom 2 (P): 0.5969, atom 3 (P): 0.6848, atom 4 (P): 0.6612, atom 5 (H): 0.0654

[2]
# CH2O4

The molecule CH2O4 (wB97M-V/def2-TZVPD, the Open Molecules 2025 dataset).

```
7
Properties=species:S:1:pos:R:3:forces:R:3
C -0.017656 -0.046932 -0.024744 0.2 3.0 -1.3
O 1.313213 -0.037582 0.336419 -1.8 -1.0 -3.6
O 0.548624 -0.317293 -1.352577 1.3 0.9 4.6
O -0.678677 1.146374 0.126376 -0.8 -1.6 0.2
O -0.833001 -0.956175 0.451816 0.6 -1.7 0.6
H -0.155424 1.858592 -0.167591 1.2 1.3 -0.7
H -0.177080 -1.646984 0.630300 -0.7 -0.9 0.2
```
Positions in Å, forces in eV/Å.

Its net charge is 0. The value obtained for the energy above the lowest of the compared OMol25 structures with the same formula, charge and spin is 49.6 kcal per mole. The calculation puts the HOMO-LUMO gap (spin up / spin down) at 8.800 / 8.787 eV.

Results of the natural (NBO) charge analysis, in e, for atoms 1 through 5: atom 1 (C): 0.8590, atom 2 (O): -0.2794, atom 3 (O): -0.2302, atom 4 (O): -0.6832, atom 5 (O): -0.6462

[3]
# C4H5N3O

The molecule C4H5N3O (wB97M-V/def2-TZVPD, the Open Molecules 2025 dataset).

```
13
Properties=species:S:1:pos:R:3:forces:R:3
O -2.423347 -0.713704 -0.221670 -1.5 0.9 -0.1
C -1.716534 0.437885 0.082184 0.0 1.0 -0.5
C -0.230366 0.125747 0.047160 0.3 -1.0 0.2
C 0.836122 1.052308 -0.015986 -1.1 -0.2 -0.1
N 2.097164 0.722147 -0.073331 -0.6 -0.7 -0.2
C 2.257614 -0.631925 -0.084577 0.2 0.5 0.1
N 1.341222 -1.551693 0.043653 -1.4 0.1 -0.2
N 0.022143 -1.167841 0.101011 1.9 0.3 0.1
H -1.910022 -1.436637 0.086766 0.8 -1.4 0.4
H -2.018751 1.161105 -0.693596 0.5 0.0 0.2
H -2.003151 0.935010 1.039825 0.2 -0.6 -0.2
H 0.485664 2.058768 -0.070010 0.5 1.0 0.1
H 3.262243 -0.991171 -0.241429 0.2 -0.1 0.2
```
Positions in Å, forces in eV/Å.

Its net charge is 0. The value obtained for the energy above the lowest of the compared OMol25 structures with the same formula, charge and spin is 58.8 kcal per mole. As for the SMILES: OCc1cncnn1. The calculation puts the HOMO-LUMO gap at 9.665 eV.

Results of the natural (NBO) charge analysis, in e, for atoms 1 through 5: atom 1 (O): -0.6969, atom 2 (C): -0.0950, atom 3 (C): 0.1194, atom 4 (C): 0.0603, atom 5 (N): -0.3779

[4]
# C3H3BrS

The molecule C3H3BrS (wB97M-V/def2-TZVPD, the Open Molecules 2025 dataset).

```
8
Properties=species:S:1:pos:R:3:forces:R:3
Br -0.253125 -0.884276 2.328855 0.0 -0.2 0.1
C 0.021297 -1.249487 0.482337 -0.3 4.4 -1.8
C -0.070596 0.403887 -0.410453 0.4 -3.7 1.8
C 0.142729 1.657343 -0.488538 -0.4 -0.9 -0.2
S -0.471619 0.874127 -2.102314 0.0 0.2 -0.1
H 1.020472 -1.605043 0.286071 0.0 -0.1 0.0
H -0.786780 -1.825896 0.057594 0.0 0.0 0.0
H 0.397623 2.629346 -0.153551 0.1 0.4 0.2
```
Positions in Å, forces in eV/Å.

Its net charge is 0. The value obtained for the energy above the lowest of the compared OMol25 structures with the same formula, charge and spin is 50.5 kcal per mole. As for the SMILES: BrCC1=CS1. The calculation puts the HOMO-LUMO gap at 8.439 eV.

Results of the natural (NBO) charge analysis, in e, for atoms 1 through 5: atom 1 (Br): 0.0613, atom 2 (C): -0.4224, atom 3 (C): -0.0851, atom 4 (C): -0.2791, atom 5 (S): 0.0089

[5]
# C3H13N3O2

A cluster of 3 separate species, C3H13N3O2 in total (wB97M-V/def2-TZVPD, the Open Molecules 2025 dataset).

```
21
Properties=species:S:1:pos:R:3:forces:R:3
H 2.218046 1.987824 -1.428092 0.0 -0.1 -0.3
N 1.747315 1.092367 -1.546796 -0.3 0.2 0.3
C 0.934689 0.920679 -0.562066 0.1 0.0 0.4
N 0.824315 1.779618 0.521509 0.3 -0.1 -0.3
N 0.114883 -0.184323 -0.501429 0.1 -0.4 0.2
C 0.067322 -0.949699 0.755174 -0.2 0.0 -0.2
C -1.154207 -1.876073 0.787464 0.1 1.0 0.5
H -0.041774 1.763197 1.038157 -0.1 0.0 -0.1
H 1.192556 2.695515 0.326243 -0.1 0.1 0.2
H 0.307106 -0.807170 -1.280274 -0.1 0.1 0.0
H 0.036089 -0.271415 1.600798 -0.1 0.2 -0.1
H 0.987235 -1.523243 0.867743 0.2 -0.2 0.1
H -1.975139 -1.343871 0.293221 0.1 -0.4 -0.2
H -1.460675 -1.983368 1.830570 0.1 -0.4 0.0
H -0.933497 -2.843651 0.351665 -0.3 -0.1 -0.2
O -2.104032 1.505029 1.816835 0.1 0.1 0.1
H -2.230965 2.187075 2.483605 0.0 0.0 0.0
H -2.776655 0.845011 2.009840 0.0 -0.1 -0.1
O 1.047386 -1.155616 -3.148675 0.0 0.0 0.0
H 1.329531 -0.310057 -2.739167 0.2 0.2 -0.2
H 1.870470 -1.527828 -3.476326 0.0 -0.1 0.0
```
Positions in Å, forces in eV/Å.

Its net charge is 0. The value obtained for the energy above the lowest of the compared OMol25 structures with the same formula, charge and spin is 0.0 kcal per mole. As for the SMILES: [H]/N=C(\N)NCC.O.O. The calculation puts the HOMO-LUMO gap at 9.290 eV.

Results of the natural (NBO) charge analysis, in e, for atoms 1 through 5: atom 1 (H): 0.3380, atom 2 (N): -0.8232, atom 3 (C): 0.6096, atom 4 (N): -0.8481, atom 5 (N): -0.6402

[6]
# C26H50BO36P2S5

A structure of composition C26H50BO36P2S5 (wB97M-V/def2-TZVPD, the Open Molecules 2025 dataset).

```
120
Properties=species:S:1:pos:R:3:forces:R:3
O 9.726557 -34.093425 16.109501 0.0 0.3 -0.2
C 9.411995 -33.971075 17.259675 0.2 -0.6 0.3
O 8.542382 -33.142611 17.787412 0.1 0.2 -0.3
B 8.341441 -33.458052 19.243500 -0.2 -0.1 0.1
O 9.192004 -34.617701 19.477054 0.2 0.2 -0.1
C 9.924732 -34.883868 18.401141 -0.7 -0.1 0.7
O 10.757203 -35.738717 18.355524 0.4 -0.1 -0.4
O 6.922050 -33.711330 19.484313 -0.2 0.1 -0.2
C 6.381131 -32.617653 20.025251 0.1 -0.1 0.1
O 5.223235 -32.351407 20.106144 0.0 -0.1 0.1
C 7.559939 -31.727192 20.487952 0.2 0.5 -0.4
O 8.686354 -32.312618 20.087584 0.0 -0.1 -0.1
O 7.494281 -30.662035 21.023097 -0.2 -0.1 0.2
C 11.149394 -31.311976 15.418940 -0.8 -0.8 -0.1
C 10.585034 -30.516228 16.603313 0.0 0.8 -0.2
O 11.627243 -29.584615 16.960847 0.1 -0.2 0.5
S 12.530312 -29.239565 15.715810 -1.8 -0.8 -0.5
O 13.856701 -29.160530 16.123299 1.8 0.3 0.5
O 11.919360 -28.218470 14.948284 -0.1 0.7 -0.2
O 12.273498 -30.605415 14.947456 0.7 -0.2 -0.2
H 10.443414 -31.430571 14.594620 -0.2 0.3 0.1
H 11.387708 -32.336577 15.702839 0.6 0.2 0.1
H 10.384379 -31.106853 17.489762 -0.1 -0.1 0.0
H 9.728938 -29.903799 16.318814 -0.2 -0.3 0.1
C 14.084365 -34.761261 19.528292 0.1 -1.6 0.6
C 13.842684 -33.524790 20.343523 -0.1 0.3 0.3
O 13.809239 -32.490530 19.329626 -0.5 0.2 0.0
S 14.912779 -32.792631 18.243297 1.0 -0.1 0.6
O 16.155062 -32.236996 18.641806 0.3 0.0 0.3
O 14.446569 -32.465295 16.954906 -0.9 -0.1 -0.8
O 14.970658 -34.366983 18.473104 -0.2 0.3 -0.3
H 13.195048 -35.263782 19.138844 -0.2 0.6 -0.3
H 14.555606 -35.558702 20.104348 0.3 0.3 0.1
H 14.630810 -33.295690 21.062765 0.2 -0.1 -0.2
H 12.915760 -33.523003 20.907727 -0.2 0.0 -0.3
C 6.061803 -33.429573 14.808917 -0.8 -1.2 0.5
C 5.533677 -33.296842 16.244351 0.9 0.2 0.7
O 4.795730 -34.484737 16.578019 -0.2 0.1 -0.6
S 4.755099 -35.484827 15.346440 0.0 0.3 -0.3
O 3.434750 -35.873611 15.044699 -0.7 -0.1 0.1
O 5.743204 -36.483302 15.525618 0.6 -0.2 0.1
O 5.200429 -34.443033 14.228354 -0.1 0.3 0.0
H 7.057385 -33.865812 14.794130 0.3 0.6 -0.1
H 5.890885 -32.502364 14.278197 0.4 -0.1 -0.4
H 4.925963 -32.408891 16.398182 -0.3 -0.2 -0.1
H 6.374081 -33.266998 16.932494 0.0 0.2 0.1
C 10.023716 -38.449266 16.848895 -0.2 0.7 2.1
C 9.515183 -38.777170 18.289498 -0.5 0.3 0.8
O 9.613231 -40.201523 18.457054 0.0 -0.2 -0.1
S 10.604273 -40.801316 17.367439 0.0 -0.2 0.6
O 10.148597 -42.060747 16.916542 -0.4 -0.1 -0.2
O 11.937235 -40.701189 17.840462 0.2 0.4 0.1
O 10.262523 -39.714994 16.284548 0.2 0.0 -1.3
H 10.916323 -37.843545 16.981348 0.3 -0.3 -0.5
H 9.264638 -37.868764 16.332965 0.0 -0.4 -0.5
H 8.477145 -38.511829 18.496737 -0.1 -0.2 -0.5
H 10.052313 -38.295491 19.107587 0.5 0.0 -0.4
C 12.963673 -36.190780 14.256093 -0.5 -0.1 -0.5
C 12.835259 -35.751022 15.728231 -0.3 -0.4 0.0
O 13.988752 -36.319344 16.375022 -0.2 0.0 0.6
S 14.270356 -37.710516 15.705161 0.6 0.0 -1.2
O 13.303011 -38.697440 16.009121 -0.8 0.1 0.4
O 15.635084 -38.033472 15.827882 0.6 0.1 0.2
O 14.013528 -37.169778 14.218263 0.0 0.1 0.1
H 13.174087 -35.398996 13.540143 0.4 0.0 0.2
H 12.047028 -36.676868 13.915447 0.0 0.0 0.2
H 11.934039 -36.208308 16.126150 0.0 0.2 0.3
H 12.831224 -34.690264 15.949709 0.2 0.1 -0.2
C 9.048974 -30.687859 28.305886 -0.2 0.0 -0.5
C 10.181540 -29.748793 27.913215 0.9 -0.3 0.9
O 10.201694 -29.155379 26.604195 -0.9 -0.3 0.3
P 10.235491 -29.983588 25.256539 0.0 -0.5 -0.1
O 11.460319 -30.757296 25.033586 0.2 0.1 -0.1
O 8.935889 -30.888708 25.220976 -0.2 0.1 0.3
C 8.294750 -31.146842 23.926800 0.0 0.9 0.8
C 7.324514 -32.273396 24.141424 0.3 -0.5 -0.1
O 9.890954 -28.860450 24.208182 0.4 0.0 -0.2
C 10.821922 -28.578976 23.137712 -0.4 0.5 -0.5
C 10.043368 -27.865330 22.062225 -0.4 0.9 -0.5
H 8.792423 -31.347338 27.485199 -0.2 0.0 -0.1
H 9.362871 -31.348217 29.114632 0.2 0.3 0.1
H 8.163187 -30.140785 28.627073 -0.1 -0.1 -0.1
H 10.200878 -28.920696 28.621681 0.0 0.2 -0.3
H 11.131579 -30.270170 28.073758 0.0 0.0 -0.3
H 7.796288 -30.209306 23.692589 0.0 -0.1 -0.5
H 9.081943 -31.341894 23.201494 -0.2 -0.2 -0.1
H 6.401867 -31.956394 24.621796 0.0 0.1 0.0
H 7.082879 -32.755926 23.193959 -0.1 0.0 0.0
H 7.806018 -33.010369 24.788077 -0.1 -0.1 -0.1
H 11.563904 -27.893912 23.541362 0.4 -0.3 -0.1
H 11.259373 -29.487926 22.732613 0.2 -0.1 0.4
H 10.574508 -27.738161 21.115800 0.4 -0.3 0.2
H 9.097555 -28.342022 21.801008 0.1 -0.2 0.2
H 9.824950 -26.838134 22.371020 -0.2 -0.1 0.2
C 10.510259 -33.707947 22.652971 -1.4 -0.2 1.1
C 10.211381 -35.180296 22.374949 1.6 0.9 -0.7
O 10.751342 -36.000999 23.425929 -0.5 0.3 0.4
P 12.280517 -36.406808 23.405123 -0.5 -0.7 -0.5
O 13.041281 -35.812320 22.295424 0.3 0.4 0.1
O 12.759009 -36.178602 24.877969 0.1 0.2 0.2
C 12.892080 -34.827397 25.419774 -0.4 -0.8 0.4
C 14.348478 -34.487825 25.403061 0.6 0.8 -0.3
O 12.220427 -37.977365 23.347031 0.3 -0.1 0.2
C 12.912969 -38.727164 22.316215 -0.9 -0.2 -0.1
C 11.970213 -38.867423 21.130895 -0.3 0.3 0.2
H 11.519360 -33.532497 23.014055 0.2 0.0 -0.5
H 10.203571 -33.065732 21.829778 0.4 -0.1 -0.2
H 9.847320 -33.413645 23.479960 0.3 0.1 0.0
H 9.144498 -35.332824 22.264454 0.0 -0.4 0.1
H 10.762644 -35.434430 21.468268 -0.5 -0.3 -0.2
H 12.199962 -34.169652 24.899020 0.3 0.3 -0.1
H 12.519927 -34.921283 26.440278 0.0 0.1 0.0
H 14.917117 -35.240258 25.945538 0.0 -0.2 -0.1
H 14.711616 -34.397099 24.377519 0.0 -0.3 0.0
H 14.594170 -33.526001 25.860945 -0.4 0.0 0.1
H 13.830751 -38.206181 22.059869 0.2 -0.2 0.0
H 13.071280 -39.695798 22.783469 0.4 0.0 -0.1
H 12.279677 -39.568378 20.356879 0.4 0.1 0.0
H 10.998312 -39.216258 21.488924 0.0 0.0 0.1
H 11.818594 -37.867979 20.712862 0.0 -0.1 -0.2
```
Positions in Å, forces in eV/Å.

Its net charge is -1. The calculation puts the HOMO-LUMO gap at 10.429 eV.

Results of the Löwdin charge analysis, in e, for atoms 1 through 5: atom 1 (O): 0.1395, atom 2 (C): -0.3882, atom 3 (O): 0.2009, atom 4 (B): -0.9099, atom 5 (O): 0.2357